No. 1
C7H8N2O4SV | ωB97M-V with the def2-TZVPD basis set

The geometry in XYZ format:
```
23
Properties=species:S:1:pos:R:3
V -0.2376 -0.2813 -1.4325
O -0.3743 -2.7778 0.3787
C -0.3324 -1.8643 -0.3445
C 0.0941 1.5824 -1.0915
O 0.3027 2.6932 -0.8072
C -1.9548 0.1055 -0.6278
O -2.9149 0.3556 -0.0215
C 1.6652 -0.4488 -1.1191
O 2.7792 -0.5163 -0.7946
C -0.6695 -1.3787 -3.3762
H 0.1470 -2.0939 -3.5210
H -1.6685 -1.8158 -3.2750
C -0.4996 -0.0055 -3.6740
H -1.3628 0.6544 -3.8106
H 0.4527 0.3764 -4.0567
N 0.7532 1.8397 3.4562
C 0.5018 0.5948 3.0250
N 0.4738 -0.3873 3.9423
S 0.2287 0.2703 1.3789
H 0.9173 2.0439 4.4333
H 0.7784 2.5907 2.7820
H 0.2859 -1.3310 3.6344
H 0.6344 -0.2063 4.9214
```

As for the energy above the lowest of the compared OMol25 structures with the same formula, charge and spin: 29.0 kcal per mole. For the HOMO energy (spin up / spin down), the calculation gives -16.63 / -15.98 eV. The value obtained for the HOMO-LUMO gap (spin up / spin down) is 6.7 / 3.9 eV. The value obtained for the LUMO energy (spin up / spin down) is -9.96 / -12.03 eV. The calculation puts the strongest force on any atom at 0.12419 Eh/bohr. Its molar mass is 267.16 g/mol. The multiplicity is 4. The total charge is +2.

---

No. 2
C7H8N2O4SV | ωB97M-V with the def2-TZVPD basis set

The geometry in XYZ format:
```
23
Properties=species:S:1:pos:R:3
V -0.1619 0.4672 0.7708
O 0.7558 -2.0500 -3.0283
C 0.5834 -1.4534 -2.1633
C -1.8118 -0.4812 1.1558
O -2.7891 -1.0723 1.3947
C 1.6074 1.2698 0.9133
O 2.6798 1.7353 1.0075
C -0.8461 1.6985 -0.5103
O -1.2861 2.5213 -1.2295
C 0.5919 -5.0347 1.6050
N 0.1961 -3.6203 1.3574
C 1.1592 -2.6108 1.3996
S 0.8059 -1.1643 2.2473
N 2.3204 -2.8360 0.7575
C 2.5567 -3.7179 -0.4157
H 1.7062 -5.1593 1.5384
H 0.1107 -5.6824 0.8411
H 0.2611 -5.3734 2.6094
H -0.6674 -3.3812 1.8387
H 2.9173 -1.9859 0.8031
H 2.7164 -3.1145 -1.2832
H 3.4137 -4.2907 -0.2332
H 1.6989 -4.3382 -0.5536
```

As for the energy above the lowest of the compared OMol25 structures with the same formula, charge and spin: 0.0 kcal per mole. For the HOMO energy (spin up / spin down), the calculation gives -17.21 / -17.30 eV. The value obtained for the HOMO-LUMO gap (spin up / spin down) is 7.5 / 7.0 eV. The value obtained for the LUMO energy (spin up / spin down) is -9.75 / -10.29 eV. The calculation puts the strongest force on any atom at 0.19630 Eh/bohr. Its molar mass is 267.16 g/mol. The multiplicity is 4. The total charge is +2.

---

No. 3
C7H8N2S | ωB97M-V with the def2-TZVPD basis set

The geometry in XYZ format:
```
18
Properties=species:S:1:pos:R:3
C -1.8203 -1.7399 -1.0564
C -1.8482 -0.1833 -0.8713
C -0.4253 0.3417 -0.7632
C 0.7120 0.6389 -1.5980
N 1.8093 0.9566 -0.9023
N 1.5412 0.7694 0.3944
C 2.3192 0.8783 1.5679
C 1.6456 0.8099 2.7206
S -0.0944 0.4280 2.4103
C 0.2730 0.4870 0.6893
H -2.9103 -1.8474 -1.2201
H -1.4122 -2.2181 -0.1903
H -1.1967 -2.0567 -1.8603
H -2.4974 0.1025 -0.0951
H -2.1767 0.2293 -1.8407
H 0.7924 0.7605 -2.6608
H 3.4143 0.8362 1.4813
H 1.8744 0.8069 3.7948
```

As for the energy above the lowest of the compared OMol25 structures with the same formula, charge and spin: 55.8 kcal per mole. For the HOMO energy, the calculation gives -7.69 eV. The value obtained for the HOMO-LUMO gap is 8.3 eV. The value obtained for the LUMO energy is 0.63 eV. The calculation puts the strongest force on any atom at 0.10981 Eh/bohr. Its molar mass is 152.22 g/mol. The multiplicity is 1. The total charge is 0. The SMILES is CCc1cnn2ccsc12.

---

No. 4
C7H8N3O | ωB97M-V with the def2-TZVPD basis set

The geometry in XYZ format:
```
19
Properties=species:S:1:pos:R:3
C -1.0935 1.6206 -0.7494
C -1.1191 0.1438 -0.5097
N -2.0674 -0.5293 -1.0900
N -2.0424 -1.8266 -0.6078
C -1.1647 -1.9029 0.3125
C -0.4085 -0.6789 0.4992
C 0.3768 -0.0959 1.7077
C 1.1774 -0.7565 0.6468
C 1.9309 -0.0675 -0.3829
N 1.6935 1.1571 -0.7298
O 2.3815 1.7410 -1.6634
H -1.4858 2.1332 0.1455
H -1.7089 1.9372 -1.5245
H -0.0538 1.8769 -1.0286
H -1.3297 -2.8371 0.7899
H 0.2838 -0.3976 2.7001
H 0.6067 0.9482 1.5433
H 1.3951 -1.7441 0.7867
H 2.6282 -0.7216 -0.8453
```

As for the energy above the lowest of the compared OMol25 structures with the same formula, charge and spin: 0.4 kcal per mole. For the HOMO energy, the calculation gives -3.06 eV. The value obtained for the HOMO-LUMO gap is 6.7 eV. The value obtained for the LUMO energy is 3.63 eV. The calculation puts the strongest force on any atom at 0.06110 Eh/bohr. Its molar mass is 150.16 g/mol. The multiplicity is 1. The total charge is -1. The SMILES is CC1=NN=C[C@]12C[C@@H]2/C=N/[O-].

---

No. 5
C7H8N4O2 | ωB97M-V with the def2-TZVPD basis set

The geometry in XYZ format:
```
21
Properties=species:S:1:pos:R:3
C -0.7613 1.0873 -2.4972
C -1.8883 1.2285 -1.7190
C 0.2689 0.3079 -2.0955
C -1.8619 0.7957 -0.4095
C 0.2702 -0.3263 -0.8422
C -0.8036 0.0145 0.0540
C 1.0733 -1.7426 0.9172
N 1.3478 -0.9907 -0.3691
N -0.8309 -0.3029 1.3823
N 0.2127 -1.0624 1.8413
N 1.4911 0.2578 2.5882
O 2.4115 -1.1402 -1.0340
O -1.6635 0.1632 2.1586
H -0.6214 1.6518 -3.4869
H -2.6551 1.7927 -2.0177
H 1.0705 0.2879 -2.7431
H -2.5514 0.9770 0.4653
H 0.4763 -2.5401 0.5927
H 2.0977 -1.8629 1.2239
H 0.8182 0.5965 3.2391
H 2.0450 -0.4730 3.0394
```

As for the energy above the lowest of the compared OMol25 structures with the same formula, charge and spin: 193.7 kcal per mole. For the HOMO energy (spin up / spin down), the calculation gives -8.11 / -8.25 eV. The value obtained for the HOMO-LUMO gap (spin up / spin down) is 7.0 / 7.4 eV. The value obtained for the LUMO energy (spin up / spin down) is -1.11 / -0.88 eV. The calculation puts the strongest force on any atom at 0.07391 Eh/bohr. Its molar mass is 180.17 g/mol. The multiplicity is 1. The total charge is 0.

---

No. 6
C7H8N4O2 | ωB97M-V with the def2-TZVPD basis set

The geometry in XYZ format:
```
21
Properties=species:S:1:pos:R:3
C 2.3232 1.6057 0.2974
C 3.0237 0.3140 0.1488
C 0.9877 1.6600 0.3869
C 2.2785 -0.7352 -0.1211
C 0.1110 0.5061 0.0766
C 0.8856 -0.7493 -0.1300
C -2.0432 -0.1846 -0.7895
N -1.1815 0.7176 -0.0066
N 0.3414 -1.9825 0.0624
N -3.2785 -0.5150 -0.1512
N -3.4886 -0.0266 0.9928
O -1.7663 1.8022 0.1652
O 0.8488 -3.1443 -0.0128
H 2.8413 2.5104 0.4568
H 4.0102 0.1060 0.0325
H 0.6915 2.7043 0.3850
H 2.6343 -1.7101 -0.3858
H -2.4895 0.4277 -1.5572
H -1.4883 -1.0398 -1.2046
H -0.7053 -1.9888 0.0616
H -4.5359 -0.2777 1.2928
```

As for the energy above the lowest of the compared OMol25 structures with the same formula, charge and spin: 186.3 kcal per mole. For the HOMO energy (spin up / spin down), the calculation gives -8.12 / -8.06 eV. The value obtained for the HOMO-LUMO gap (spin up / spin down) is 7.1 / 7.3 eV. The value obtained for the LUMO energy (spin up / spin down) is -0.99 / -0.75 eV. The calculation puts the strongest force on any atom at 0.08536 Eh/bohr. Its molar mass is 180.17 g/mol. The multiplicity is 1. The total charge is 0.

---

No. 7
C7H8N4S | ωB97M-V with the def2-TZVPD basis set

The geometry in XYZ format:
```
20
Properties=species:S:1:pos:R:3
C 2.6718 -0.0486 0.9784
C 2.2567 -0.0791 -0.5548
N 0.7809 -0.2815 -0.5405
N 0.3799 -1.5878 -0.4126
C -0.8617 -1.7617 -0.3301
C -1.8724 -0.6134 -0.3081
C -3.1863 -0.4230 -0.0353
N -3.4806 0.9105 0.3753
C -2.3248 1.5315 0.0227
N -1.2732 0.6066 -0.3612
C 0.0993 0.9187 -0.2845
S 0.4699 2.4491 -0.3432
H 3.6930 0.0544 1.1980
H 2.1529 -0.9103 1.5237
H 2.1774 0.9915 1.2979
H 2.3873 0.8219 -1.1845
H 2.9506 -0.9113 -1.2118
H -1.1398 -2.8291 0.0821
H -3.8399 -1.3877 0.2685
H -2.0408 2.5493 -0.1800
```

As for the energy above the lowest of the compared OMol25 structures with the same formula, charge and spin: 71.9 kcal per mole. For the HOMO energy, the calculation gives -8.89 eV. The value obtained for the HOMO-LUMO gap is 8.7 eV. The value obtained for the LUMO energy is -0.15 eV. The calculation puts the strongest force on any atom at 0.10795 Eh/bohr. Its molar mass is 180.24 g/mol. The multiplicity is 1. The total charge is 0. The SMILES is CCn1ncc2cncn2c1=S.

---

No. 8
C7H8NO3 | ωB97M-V with the def2-TZVPD basis set

The geometry in XYZ format:
```
19
Properties=species:S:1:pos:R:3
C 2.0638 -1.7318 0.8221
C 0.7400 0.1424 0.4385
C 1.4095 -0.4303 -1.6786
C 2.6125 -1.9948 -0.4507
C -2.6869 1.4808 0.4189
C -0.2219 1.1538 0.3092
C -1.5170 0.4925 0.0616
N 1.0462 -0.8515 1.1656
O 1.0581 0.2549 -2.6553
O 3.4916 -2.8867 -0.5860
O 2.2643 -1.4195 -1.6615
H 2.2317 -2.4273 1.6246
H -2.5158 2.2664 -0.2929
H -2.4724 1.7268 1.5069
H -3.6351 0.9477 0.3513
H -0.0310 1.9061 -0.4925
H -0.4927 1.6900 1.3034
H -1.6181 -0.3890 0.7656
H -1.7266 0.0697 -0.9500
```

As for the energy above the lowest of the compared OMol25 structures with the same formula, charge and spin: 65.9 kcal per mole. For the HOMO energy, the calculation gives -2.95 eV. The value obtained for the HOMO-LUMO gap is 6.4 eV. The value obtained for the LUMO energy is 3.48 eV. The calculation puts the strongest force on any atom at 0.11743 Eh/bohr. Its molar mass is 154.15 g/mol. The multiplicity is 1. The total charge is -1.